Entry 1:
85
Properties=species:S:1:pos:R:3:forces:R:3 method="wB97M-V/def2-TZVPD" e_tot_ev=-115405.135 homo_lumo_gap_ev="7.138 / 5.644" lumo_energy_ev="-5.3 / -7.2" total_charge=+2 spin_multiplicity=5 de_lowest_kcal_mol=14.6
Co 0.2438 1.1242 0.1042 -0.2 0.3 0.2
C -0.9184 4.8286 2.0773 -0.2 -0.1 0.0
C -0.7172 3.4410 1.5537 -0.2 0.1 0.2
N 0.3460 3.0425 0.9422 0.2 0.1 -0.1
N 1.3375 3.9712 0.8841 0.1 0.2 -0.1
C 2.4722 3.6472 0.3279 -0.5 -0.1 0.0
N 3.4608 4.5461 0.4186 0.1 0.1 0.0
S 2.8430 2.1629 -0.5124 0.0 -0.3 0.0
C -1.7161 2.3935 1.8595 0.0 0.2 -0.1
C -2.8260 2.6541 2.6449 -0.2 0.1 0.2
C -3.6234 1.6013 3.0678 0.0 0.1 0.0
C -3.2702 0.3095 2.7161 -0.1 0.0 0.1
C -2.1789 0.1379 1.8884 0.1 -0.2 -0.2
N -1.4439 1.1527 1.4306 0.1 0.0 0.0
H -0.0256 5.4146 1.9261 0.1 0.1 0.0
H -1.1608 4.8131 3.1435 0.0 0.0 -0.1
H -1.7537 5.3093 1.5552 0.1 -0.1 0.1
H 3.2889 5.4213 0.8899 0.0 -0.1 0.0
H 4.3205 4.4129 -0.0781 0.1 0.0 -0.1
H -3.0493 3.6697 2.9445 0.0 -0.1 0.0
H -4.4922 1.7887 3.6874 0.1 0.0 0.0
H -3.8267 -0.5474 3.0764 0.1 0.1 -0.1
H -1.8617 -0.8562 1.5859 0.0 0.1 0.0
C -0.0773 -4.4257 2.9680 0.0 0.0 0.0
C 0.8437 -3.6727 3.6784 0.0 0.1 0.0
C 1.3175 -2.4659 3.1625 -0.1 -0.1 0.0
C 0.8647 -2.0089 1.9281 0.0 -0.1 -0.1
C -0.0715 -2.7734 1.2226 0.1 -0.1 0.2
C -0.5381 -3.9749 1.7355 0.0 0.1 -0.1
P 1.5071 -0.4972 1.1199 0.5 -0.7 0.4
C 2.7208 0.1631 2.2970 0.1 0.1 -0.1
C 4.0992 0.1386 2.0979 0.0 -0.1 0.0
C 4.9436 0.7529 3.0172 0.0 -0.1 -0.1
C 4.4172 1.3930 4.1305 0.0 0.0 0.0
C 3.0418 1.4219 4.3323 -0.1 -0.1 0.0
C 2.1952 0.8138 3.4139 0.0 0.1 0.1
C 2.3132 -1.1729 -0.3696 -0.1 0.1 -0.1
C 3.1775 -2.2418 -0.3215 0.0 0.0 -0.1
C 3.7131 -2.7834 -1.5059 0.0 -0.1 0.1
C 3.3775 -2.2461 -2.7178 0.0 -0.1 -0.1
C 2.5100 -1.1334 -2.8056 -0.1 0.1 0.0
C 2.2288 -0.5175 -4.0599 0.0 -0.1 0.0
C 1.4770 0.6242 -4.1242 -0.1 0.1 0.0
C 0.9353 1.1805 -2.9440 0.2 -0.2 0.1
C 1.0849 0.5792 -1.6920 0.1 0.3 -0.2
C 1.9473 -0.5864 -1.6223 0.0 0.1 0.0
H -0.4349 -5.3674 3.3695 0.0 0.1 0.0
H 1.2075 -4.0245 4.6365 0.0 0.0 -0.1
H 2.0432 -1.8900 3.7223 0.0 0.0 0.0
H -0.4105 -2.4269 0.2521 0.0 -0.1 0.0
H -1.2510 -4.5704 1.1746 0.1 0.1 0.0
H 4.5121 -0.3588 1.2272 0.0 0.1 0.0
H 6.0177 0.7250 2.8636 -0.1 0.0 0.0
H 5.0790 1.8658 4.8466 0.0 0.0 0.0
H 2.6315 1.9183 5.2041 0.0 0.0 -0.1
H 1.1178 0.8422 3.5629 0.1 0.0 0.0
H 3.4412 -2.6804 0.6362 0.0 0.0 -0.1
H 4.3914 -3.6272 -1.4515 -0.1 0.1 0.0
H 3.7928 -2.6639 -3.6310 -0.1 0.1 0.1
H 2.6572 -0.9430 -4.9635 0.0 0.0 0.1
H 1.3176 1.1174 -5.0804 0.0 -0.1 0.1
H 0.4171 2.1333 -3.0292 0.0 -0.1 0.0
C -4.6330 -0.4555 -2.8169 0.2 -0.2 0.1
N -3.4262 0.2923 -3.4116 0.1 -0.1 0.2
C -2.7153 -0.6629 -4.3967 0.1 -0.1 0.3
N -2.3639 -1.8768 -3.7505 0.1 0.0 0.0
C -3.5429 -2.5312 -3.1823 0.1 0.3 0.1
N -4.2126 -1.6657 -2.2063 0.0 -0.1 0.1
C -3.4006 -1.4591 -0.9946 0.2 0.0 -0.2
P -1.7407 -0.6376 -1.3294 -0.5 -0.2 -0.3
C -2.4879 0.7541 -2.3286 0.0 -0.2 0.1
C -1.2727 -1.7205 -2.7756 -0.2 0.1 0.1
H -5.3113 -0.6527 -3.6426 0.0 0.0 -0.1
H -5.1052 0.2116 -2.1024 0.0 0.1 0.1
H -3.7603 1.1027 -3.9291 -0.1 0.1 -0.1
H -1.8375 -0.1416 -4.7682 0.1 0.1 0.0
H -3.4188 -0.8388 -5.2061 -0.1 0.0 -0.1
H -3.2367 -3.4504 -2.6908 0.0 -0.1 0.0
H -4.2397 -2.7798 -3.9821 0.0 0.0 0.0
H -3.2251 -2.4271 -0.5189 0.0 0.0 0.0
H -3.9587 -0.8472 -0.2833 0.0 0.0 0.0
H -1.6922 1.3319 -2.7888 0.1 0.1 -0.1
H -3.0392 1.4044 -1.6484 -0.1 0.0 -0.1
H -0.9903 -2.7032 -2.3945 0.0 0.0 0.0
H -0.3959 -1.3023 -3.2673 0.1 0.0 -0.1



Entry 2:
24
Properties=species:S:1:pos:R:3:forces:R:3 method="wB97M-V/def2-TZVPD" e_tot_ev=-11605.729 homo_lumo_gap_ev=8.993 lumo_energy_ev=0.8 total_charge=0 de_lowest_kcal_mol=44.0
C 1.3680 3.4368 0.4076 3.1 -1.3 1.7
C 0.7525 2.3267 1.2056 -0.5 -2.9 -0.9
C 1.2555 1.8456 2.4752 -4.0 -2.7 -3.4
C 0.6791 0.6415 2.9537 -0.2 0.3 2.4
C -0.4517 -0.0142 2.4066 0.6 1.0 1.8
O -1.1943 -0.7186 3.3473 1.0 0.1 -0.3
C -0.7433 0.3043 1.1157 -0.8 0.6 -1.6
C -0.1064 1.3838 0.4858 0.6 0.9 0.4
H 1.9397 4.0958 1.0827 -0.2 -0.1 -0.2
H 0.7742 4.0547 -0.1716 -1.6 0.8 -1.2
H 2.1600 2.9376 -0.2123 -0.7 0.7 0.1
H 2.1213 2.1550 2.9006 2.2 1.6 1.4
H 0.9218 0.2861 4.0153 -0.1 0.6 -1.7
H -1.9545 -1.2084 3.0399 -0.1 0.0 -0.7
H -1.5346 -0.1019 0.4767 0.2 -0.5 0.7
H -0.3292 1.3709 -0.6323 0.5 1.0 1.6
C -0.2127 -2.3450 -3.3987 -0.5 1.6 -0.2
C -1.1638 -3.3321 -2.8184 -1.2 -0.4 -0.7
H -0.7783 -1.4949 -3.9092 1.1 -1.1 0.4
H 0.4341 -1.9089 -2.6474 0.1 0.2 0.2
H 0.4209 -2.9315 -4.0329 0.4 0.4 -1.0
H -0.7193 -4.3086 -2.8414 0.0 -0.6 0.3
H -2.0912 -3.3561 -3.3883 0.1 -0.3 -0.5
H -1.5477 -3.1185 -1.8603 0.1 0.3 1.5



Entry 3:
97
Properties=species:S:1:pos:R:3:forces:R:3 method="wB97M-V/def2-TZVPD" e_tot_ev=-119389.653 homo_lumo_gap_ev="4.091 / 6.307" lumo_energy_ev="4.0 / 4.0" total_charge=-2 spin_multiplicity=2
O -1.2221 -2.1090 0.0064 -4.4 -2.8 -3.3
V -0.1984 -1.4804 0.9801 4.4 -0.2 2.8
O -0.1890 0.0801 1.0349 -0.5 4.2 0.3
C 3.3414 -2.1405 4.3215 -2.9 0.9 -4.7
F 2.3468 -2.0783 5.2043 -0.3 -0.6 0.7
F 4.4184 -1.7482 4.8278 3.1 1.2 2.1
F 3.5221 -3.3911 3.8758 -0.4 -0.8 0.4
S 2.8968 -0.9870 2.7561 1.6 4.3 -1.8
O 1.7722 -1.5921 2.0320 1.1 -1.2 1.5
O 2.5454 0.3302 3.3094 -1.0 -1.5 1.6
O 4.1370 -0.6993 2.0005 -1.3 -2.9 1.3
C 2.9394 -2.1676 -2.8392 -3.0 0.6 2.8
F 3.4670 -1.6948 -3.9417 0.8 -0.1 -0.6
F 1.7508 -2.7554 -3.1396 -0.2 0.3 -0.8
F 3.6157 -3.1790 -2.2983 1.3 0.1 -0.4
S 2.5938 -0.8154 -1.4353 2.9 1.7 1.6
O 2.2863 0.4885 -2.0696 -0.4 -2.0 -0.2
O 1.5476 -1.3997 -0.5938 0.4 -0.1 -1.5
O 3.9356 -0.7711 -0.8052 -2.3 -0.9 -1.6
C -4.3766 0.7246 -3.0329 2.0 0.9 0.2
C -3.7299 1.9179 -2.2413 -0.6 0.1 0.5
C -3.4605 3.0737 -3.2577 0.7 -0.2 0.1
C -3.5138 4.4968 -2.6462 -0.1 -1.7 -1.0
C -4.7918 4.6482 -1.8380 0.1 1.4 -2.1
C -4.9651 3.6515 -0.7855 -1.1 -1.6 3.9
N -4.7978 2.2651 -1.2858 -0.7 2.3 -1.3
O -5.1226 1.2447 -0.3794 0.5 0.4 0.4
C -3.9744 4.0683 0.3175 0.4 -0.9 0.8
C -6.4440 3.7258 -0.1088 1.6 0.4 -1.3
C -2.3927 1.6468 -1.5217 0.3 -1.5 0.0
H -3.6555 0.5302 -3.8268 0.0 -0.7 -0.1
H -5.2888 1.0609 -3.5256 -0.2 -0.1 0.4
H -4.4786 -0.1239 -2.3563 -0.1 -0.1 -0.4
H -2.4466 2.8680 -3.6008 0.3 0.1 0.2
H -3.9679 2.9493 -4.2143 -1.0 0.2 0.3
H -3.5367 5.2430 -3.4404 0.2 0.0 -0.1
H -2.5774 4.6022 -2.0982 -0.3 0.4 0.4
H -5.6355 4.6416 -2.5281 -0.2 -0.2 -0.3
H -4.7198 5.6818 -1.4996 -0.5 -0.1 0.8
H -2.9582 4.0204 -0.0739 0.0 -0.2 0.4
H -4.0786 5.0474 0.7848 -0.5 0.4 -0.6
H -4.1071 3.4001 1.1684 0.5 -0.4 -0.1
H -6.5976 3.3649 0.9082 0.7 -0.2 -0.1
H -6.5844 4.8067 -0.1032 -0.8 0.0 0.0
H -7.1109 3.1648 -0.7633 -0.3 0.4 -0.1
H -1.9322 2.4628 -0.9647 -0.3 0.4 -0.5
H -1.6617 1.2412 -2.2211 0.2 0.3 -0.2
H -2.3888 0.8624 -0.7647 -0.6 -0.2 0.1
H -5.8436 0.7911 -0.8222 -0.2 -0.1 0.1
C 6.8547 -3.3003 -1.6326 -1.7 1.4 -0.9
O 6.4337 -1.9239 -1.3232 2.9 -1.5 -0.2
C 7.0331 -1.1324 -2.3683 -1.4 1.4 1.3
C 7.3691 0.3046 -1.9090 0.4 0.2 1.4
N 6.4436 0.9242 -0.9098 -0.3 1.2 -3.1
C 5.4546 1.7360 -1.6998 -2.5 -0.6 1.7
C 4.4521 2.4663 -0.7601 0.0 -0.3 0.0
O 3.8758 1.7298 0.2924 0.0 0.4 -0.9
C 2.8128 2.4278 0.9521 1.6 -0.5 1.2
H 6.3081 -3.4921 -2.5559 -0.4 -0.7 -0.1
H 6.5432 -4.0208 -0.8763 0.2 0.4 0.1
H 7.8801 -3.3977 -1.9893 0.5 0.1 0.9
H 6.2210 -1.0624 -3.0920 0.4 0.0 -0.8
H 7.9706 -1.5571 -2.7269 -0.1 -0.2 -0.4
H 7.5804 0.9726 -2.7441 -0.7 -0.1 -0.9
H 8.3439 0.4230 -1.4359 0.4 -1.1 0.4
H 6.9706 1.7471 -0.6544 0.7 -0.1 1.2
H 4.7496 1.2226 -2.3535 0.6 -1.1 0.1
H 5.8503 2.5379 -2.3231 0.8 0.2 -0.1
H 3.6894 2.8022 -1.4626 -0.4 0.4 0.0
H 4.9407 3.3315 -0.3120 0.3 0.6 0.1
H 3.0447 2.1993 1.9923 -0.6 -0.2 0.2
H 1.8051 2.0764 0.7303 0.1 0.0 -0.4
H 2.9708 3.5061 0.9325 -0.3 0.4 -0.7
C 0.4201 -5.1397 1.8183 -0.2 0.8 0.1
O 0.0584 -3.7706 2.1131 1.1 -0.4 1.2
C -0.2914 -3.5696 3.5015 -2.0 -0.8 -1.5
C -0.7482 -2.1928 3.9439 -0.9 1.4 -0.4
N -1.7354 -1.4430 3.0149 2.2 -1.5 -0.9
C -3.0373 -2.0853 2.8234 0.1 -0.6 1.4
C -4.0476 -1.2370 2.0533 0.7 -0.5 -0.5
O -5.3662 -1.7625 2.0490 -1.0 -1.4 -0.2
C -5.5907 -3.0377 1.3727 0.8 0.2 0.7
H 1.1568 -5.1668 1.0154 -0.3 0.4 -0.2
H -0.4758 -5.7008 1.5525 -0.1 0.0 -0.2
H 0.8932 -5.6825 2.6367 0.0 0.4 0.5
H 0.3223 -4.0898 4.2369 0.7 0.4 -0.2
H -1.2499 -4.0836 3.5742 -0.3 -0.7 0.2
H 0.0227 -1.4881 4.2555 0.2 0.0 -0.6
H -1.2823 -2.4358 4.8625 -0.3 -0.1 0.5
H -1.9453 -0.5620 3.4619 0.5 0.3 -0.2
H -3.2740 -2.1996 3.8812 -1.6 -0.4 0.3
H -3.0318 -3.0954 2.4138 0.7 0.1 -0.3
H -3.7469 -1.1740 1.0075 0.6 0.5 0.1
H -4.0746 -0.2651 2.5461 -0.3 0.2 -0.4
H -4.6871 -3.6260 1.2128 0.4 0.2 0.3
H -6.0171 -3.0380 0.3696 -0.3 1.0 -0.1
H -6.2370 -3.6434 2.0079 -0.1 0.2 0.1